[1]
Molecular formula: C15H40FO15S5Zn
Method: DFT, wB97M-V/def2-TZVPD

Output
- HOMO-LUMO gap (eV) = 10.72
- ΔE to the lowest compared entry with this formula, charge and spin (kJ/mol) = 0.0
- LUMO level (eV) = -1.83
- charge = +1
- 2S+1 = 1

XYZ file:
```
77
Properties=species:S:1:pos:R:3:forces:R:3
Zn -0.90606 -0.69428 0.46511 -0.836 -1.367 0.696
F -2.23496 -2.00787 0.91430 0.579 0.610 -0.413
O 2.74826 -3.52026 0.02544 -1.398 0.490 -0.454
S 1.36651 -3.37091 -0.38147 -1.343 -1.072 -0.832
O 0.51506 -2.32073 0.17563 1.742 -1.182 -0.632
O 1.23377 -3.27323 -2.02906 0.008 0.483 1.610
C 2.41956 -3.48818 -2.80602 1.167 -0.142 -0.545
C 2.09505 -4.08615 -4.13591 -1.357 -0.371 -0.680
C 0.43201 -4.96438 -0.19167 0.120 2.003 0.659
H 3.05974 -4.20477 -2.29158 0.227 0.404 0.209
H 2.93673 -2.55128 -3.01745 0.015 0.146 0.718
H 1.68552 -5.08801 -3.99806 0.172 -0.112 -0.231
H 2.92987 -4.09762 -4.83504 0.321 -0.181 0.427
H 1.33212 -3.52404 -4.67928 -0.111 0.147 0.188
H 0.63959 -5.60028 -1.04623 0.244 -0.202 0.388
H -0.61390 -4.65973 -0.13661 -0.015 0.082 -0.427
H 0.65026 -5.28232 0.82686 0.434 -0.576 -0.310
O 2.79461 0.27162 -1.20418 -0.468 0.866 0.831
S 2.05984 0.98246 -0.18218 -0.115 -2.193 1.538
O 0.68410 0.53404 0.04811 1.546 1.547 -0.646
O 2.74582 0.77958 1.33132 -0.883 1.770 -3.133
C 3.26090 -0.50913 1.62341 1.172 -0.546 0.779
C 4.64443 -0.81282 1.00161 -0.606 -0.314 0.630
C 2.22632 2.75920 -0.38545 -0.206 -1.163 0.195
H 2.54569 -1.31110 1.44329 -0.115 0.156 -0.347
H 3.30331 -0.39099 2.70848 0.450 -0.447 0.056
H 4.53348 -1.17942 -0.01614 0.140 0.180 0.000
H 5.10148 -1.60435 1.59803 -0.138 -0.190 -0.070
H 5.35450 0.01060 1.07092 -0.317 0.265 -0.168
H 3.30202 2.87708 -0.50399 -0.059 0.348 0.331
H 1.75602 3.18829 0.49723 0.307 0.255 -0.038
H 1.72237 3.05979 -1.30220 -0.141 -0.237 0.052
O -1.59826 0.99870 4.30866 1.502 -0.645 -0.957
S -0.40122 0.48221 3.68091 -0.122 0.015 1.117
O -0.49343 -0.37729 2.50472 0.345 1.091 1.330
O 0.60771 1.66150 3.25366 -0.333 -0.838 -0.726
C 1.23815 2.55181 4.17002 -0.423 0.261 2.630
C 0.27273 3.24123 5.14948 -0.609 0.809 -0.173
C 0.57057 -0.49119 4.86957 -0.130 -0.079 -0.676
H 1.90457 3.26317 3.68669 -0.597 -0.141 -0.875
H 1.91758 2.04152 4.85902 0.164 -0.690 -0.466
H 0.07967 2.70044 6.07596 0.423 -0.220 -0.055
H -0.73633 3.43930 4.78530 0.181 -0.124 -0.599
H 0.66174 4.22850 5.40249 0.213 -0.112 0.172
H 0.03453 -1.43217 4.98939 -0.118 0.071 -0.138
H 0.74611 -0.07739 5.86039 -0.266 0.510 -0.247
H 1.51355 -0.69030 4.36173 0.010 -0.021 0.062
O -1.95320 1.03584 0.52043 -0.556 2.677 -0.053
S -2.10814 2.48354 0.71531 -0.437 0.051 -0.040
O -1.92768 3.03383 2.03225 -0.012 -0.332 -1.026
O -1.09800 3.21252 -0.31726 -0.845 -1.811 0.222
C -1.16103 4.62405 -0.53085 0.860 1.025 0.558
C -0.95929 5.00913 -1.99515 -0.395 -0.291 0.807
C -3.76633 2.91314 0.07619 1.311 -0.335 0.430
H -0.35722 5.05245 0.07263 0.132 -0.076 -0.027
H -2.05424 5.06088 -0.08309 -0.226 -0.143 -0.309
H -1.90446 4.87318 -2.51833 0.194 0.209 -0.328
H -0.17348 4.44011 -2.48982 -0.068 -0.173 0.143
H -0.63067 6.04760 -1.96358 -0.309 0.104 -0.344
H -4.45403 2.49581 0.80940 -0.039 -0.164 -0.195
H -3.80008 2.44950 -0.90769 -0.328 0.035 0.058
H -3.88215 3.99407 0.04725 0.077 -0.076 -0.052
O -1.43568 0.84420 -3.48041 0.181 0.303 0.147
S -1.60861 -0.42914 -2.88462 -1.796 -1.923 0.656
O -1.07505 -0.74155 -1.56371 -0.228 0.407 -1.796
O -3.20283 -0.75001 -2.85454 1.277 1.364 0.425
C -3.64324 -1.68100 -1.85415 -0.895 -2.142 0.360
C -4.90986 -2.35804 -2.36464 0.291 -0.080 -1.463
C -1.12444 -1.72870 -4.00140 0.321 0.774 0.212
H -3.80277 -1.31544 -0.84064 0.457 0.727 -0.236
H -2.92602 -2.49864 -1.76333 0.379 0.306 0.100
H -4.81537 -2.40587 -3.45404 -0.175 0.438 -0.160
H -5.84918 -1.85728 -2.14214 0.072 -0.145 0.229
H -4.91899 -3.43340 -2.18659 -0.229 0.174 0.947
H -1.66036 -2.64673 -3.77265 0.117 0.068 0.206
H -0.04931 -1.82099 -3.85796 -0.028 -0.221 -0.232
H -1.38999 -1.36393 -4.99212 0.121 -0.099 -0.014
```
Forces are in eV/Å.

***

[2]
Molecular formula: C15H40O15S5
Method: DFT, wB97M-V/def2-TZVPD

Output
- HOMO-LUMO gap (eV) = 11.22
- SMILES = CCOS(C)(=O)=O.CCOS(C)(=O)=O.CCOS(C)(=O)=O.CCOS(C)(=O)=O.CCOS(C)(=O)=O
- ΔE to the lowest compared entry with this formula, charge and spin (kJ/mol) = 499.9
- LUMO level (eV) = 0.35
- charge = 0
- 2S+1 = 1

XYZ file:
```
75
Properties=species:S:1:pos:R:3:forces:R:3
C 3.48713 -8.83255 0.68681 0.342 0.375 0.207
C 2.62204 -9.06746 1.91447 -0.652 -0.791 -1.771
O 2.87421 -10.36915 2.44887 2.759 -1.456 2.584
S 4.22192 -10.69493 3.45499 -0.212 -1.393 0.980
C 3.48570 -10.09620 5.04587 -0.628 0.318 -1.009
O 4.40172 -12.15035 3.58578 -0.766 2.794 -0.899
O 5.35007 -9.86848 3.06980 -1.361 -0.550 0.230
H 4.51143 -8.81164 1.05892 0.125 0.148 -0.432
H 3.24538 -7.89064 0.19441 0.032 0.219 0.271
H 3.40003 -9.58064 -0.10115 -0.148 -0.327 0.396
H 2.64206 -8.21144 2.58895 0.122 -0.349 0.400
H 1.60802 -9.33498 1.61727 -0.368 1.105 -0.106
H 3.22809 -9.08283 4.73795 -0.230 0.098 0.453
H 3.98871 -10.07798 6.01269 1.070 -0.169 -0.695
H 2.58601 -10.67333 5.25939 -0.086 -0.017 -0.609
C 0.21070 -2.76485 -3.75384 -0.078 -0.403 0.152
C -1.16205 -2.97306 -3.10524 0.253 0.628 -0.012
O -1.58252 -1.74277 -2.44303 0.603 0.740 2.019
S -1.15956 -1.57697 -0.84423 -2.537 -0.620 1.965
C -0.91944 0.30819 -0.56251 1.168 -1.694 -1.256
O -2.34011 -1.95271 -0.02478 2.094 1.005 -1.910
O 0.03791 -2.34141 -0.55943 -0.409 1.049 -0.821
H 0.25105 -2.21222 -4.69248 -0.524 -0.189 -0.087
H 0.63697 -3.75968 -3.88315 0.195 0.061 -0.295
H 0.88521 -2.21913 -3.09405 -0.194 -0.187 0.325
H -2.01387 -3.15614 -3.76021 0.379 -0.014 -0.386
H -1.14230 -3.81196 -2.40958 0.133 0.207 0.216
H -1.81001 0.79616 -0.16642 0.136 -0.375 -0.291
H -0.50487 0.67669 -1.50084 -0.815 0.253 -0.316
H -0.02162 0.41344 0.04652 -0.410 -0.455 0.693
C 2.40645 6.03295 -6.68186 -0.667 0.399 -0.694
C 2.17687 7.35613 -5.88856 -0.622 -0.521 -0.436
O 1.09154 7.12946 -4.97111 -0.196 -0.790 3.226
S 1.16117 7.80684 -3.42802 0.039 0.634 -1.167
C 0.41042 9.42396 -4.03133 1.669 -0.930 0.008
O 0.10224 7.22341 -2.61430 1.980 0.151 -1.077
O 2.59219 7.87555 -3.00691 -3.582 -0.084 -0.893
H 2.89103 5.22135 -6.13910 -0.055 0.330 0.190
H 2.82386 6.08171 -7.68759 1.289 0.939 0.316
H 1.48169 5.66164 -7.12350 -0.828 -0.101 1.114
H 3.02683 7.73908 -5.32374 0.200 -0.206 -0.332
H 1.66635 8.15058 -6.43292 1.087 0.070 -1.100
H -0.18199 9.16419 -4.90864 -0.503 -0.230 0.619
H 1.25649 9.94858 -4.47522 0.059 0.449 0.474
H -0.09387 9.94790 -3.21937 0.131 -0.116 -0.245
C -12.03475 -2.69977 -1.74272 0.223 -1.299 1.131
C -11.02879 -1.97250 -0.89284 -0.096 -0.874 0.798
O -11.08736 -0.68997 -1.40986 0.561 3.366 0.055
S -10.63511 0.57569 -0.44999 0.822 -2.252 0.980
C -8.84834 -0.01896 -0.19955 -1.983 0.403 0.463
O -10.67850 1.70855 -1.31352 0.036 -0.163 0.261
O -11.34025 0.57234 0.83604 1.042 -0.174 -2.157
H -12.16429 -3.69799 -1.32455 -0.293 -0.122 0.106
H -11.60290 -2.89557 -2.72418 -0.452 0.597 -0.210
H -12.97698 -2.15570 -1.67723 0.068 -0.188 -0.592
H -11.19861 -1.88830 0.18056 -0.753 -0.510 0.120
H -10.04635 -2.44139 -0.94822 0.355 0.188 -0.485
H -8.42789 0.82574 0.34615 0.665 -0.087 -0.676
H -8.50871 -0.38074 -1.17006 0.350 0.957 -0.023
H -8.79479 -0.89321 0.44922 -0.537 0.157 0.232
C 5.88494 5.86320 3.76501 1.195 0.385 -0.138
C 6.14721 4.38491 3.55901 -1.688 1.627 -2.709
O 6.05362 3.74670 4.77077 1.435 -1.360 3.030
S 7.20983 3.95437 5.94502 0.747 -0.520 0.908
C 6.24243 4.92433 7.34707 0.580 -1.305 -2.394
O 7.57318 2.62560 6.45122 -1.169 2.259 -0.805
O 8.27657 4.78945 5.41545 -1.236 -0.652 0.409
H 5.82104 6.48542 2.87235 -0.475 -0.437 -0.286
H 6.81839 6.22451 4.19655 -0.337 0.388 0.664
H 5.01401 5.98565 4.40891 0.133 0.238 -0.032
H 5.30938 3.98316 2.98915 -0.217 -0.258 0.095
H 6.97030 4.20577 2.86724 0.761 -0.262 0.877
H 6.10921 5.93896 6.97173 0.297 -0.073 0.155
H 6.83539 4.81998 8.25570 -0.164 -0.004 -0.230
H 5.27871 4.41520 7.33607 0.136 -0.024 0.454
```
Forces are in eV/Å.

***

> Among the records above, which one has the lowest charge?

C15H40O15S5

***

> charge of number 1 (C15H40FO15S5Zn)?

+1

***

> Look up the LUMO level of the first one.

-1.83 eV

***

> Which value of ΔE to the lowest compared entry with this formula, charge and spin does entry 2 give?

499.9 kJ/mol